[1]
Formula: C7H12O
Source: the OMol25 dataset
Level of theory: ωB97M-V with the def2-TZVPD basis set

## Properties
E_HOMO (eV): -9.306
Relative energy (zero: lowest compared OMol25 entry of this formula, charge and spin) (kcal per mole): 91.2
HOMO-LUMO gap (eV): 10.2

Structure (ORCA input):
```
! wB97M-V def2-TZVPD RIJCOSX def2/J DEFGRID3
* xyz 0 1
C 0.764 1.980 0.410
C 0.627 0.845 -0.241
C -1.489 -0.767 0.817
C -2.232 0.553 0.510
C -1.103 0.016 -0.337
C 1.654 -1.434 -0.027
C 1.753 -0.048 -0.760
O -1.414 -0.587 -1.670
H 1.848 2.315 0.549
H -0.013 2.549 0.861
H -0.807 -0.488 1.589
H -1.963 -1.737 0.752
H -3.308 0.603 0.185
H -2.135 1.299 1.226
H 1.092 -1.210 0.927
H 0.876 -2.209 -0.314
H 2.626 -1.860 0.200
H 1.783 -0.151 -1.890
H 2.728 0.214 -0.354
H -1.288 0.118 -2.433
*
```

---

[2]
Formula: C32H65N2O4
Source: the OMol25 dataset
Level of theory: ωB97M-V with the def2-TZVPD basis set

## Properties
E_HOMO (eV): -10.591
Relative energy (zero: lowest compared OMol25 entry of this formula, charge and spin) (kcal per mole): 83.0
HOMO-LUMO gap (eV): 8.7

Structure (ORCA input):
```
! wB97M-V def2-TZVPD RIJCOSX def2/J DEFGRID3
* xyz 1 1
C -1.668 0.403 2.801
N -1.902 -1.009 2.375
C -0.856 -1.528 1.473
N -1.201 -1.405 0.005
C -1.705 -2.727 -0.559
C -0.294 -3.474 -0.843
C 0.866 -2.330 -0.990
C -0.084 -1.048 -0.947
C 0.519 0.386 -0.619
C -0.054 1.571 -1.514
C -1.603 1.474 -1.845
C -1.836 2.346 -3.200
C -2.560 2.104 -0.744
C -4.118 1.972 -1.139
C -4.871 0.869 -0.271
C -5.895 0.122 -0.908
C -6.793 0.767 -2.065
C -6.188 -1.416 -0.545
H -1.750 0.422 3.940
H -0.659 0.823 2.516
H -2.517 1.078 2.437
H -2.846 -1.140 1.999
H -0.729 -2.635 1.730
H 0.123 -1.029 1.736
H -1.935 -0.697 -0.195
H -2.126 -2.560 -1.596
H -2.372 -3.144 0.250
H -0.266 -4.022 -1.838
H -0.116 -4.128 0.076
H 1.752 -2.385 -0.293
H 1.289 -2.402 -2.043
H -0.443 -0.977 -2.032
H 0.461 0.685 0.478
H 1.640 0.319 -0.847
H 0.580 1.666 -2.458
H 0.107 2.559 -0.959
H -1.985 0.436 -2.091
H -0.866 2.765 -3.600
H -2.505 3.243 -2.982
H -2.308 1.659 -3.978
H -2.381 1.674 0.290
H -2.330 3.222 -0.665
H -4.265 1.679 -2.226
H -4.648 2.965 -0.944
H -4.642 0.706 0.827
H -6.159 0.966 -2.998
H -7.223 1.775 -1.748
H -7.632 0.073 -2.391
H -6.477 -1.518 0.558
H -5.280 -2.058 -0.768
H -7.052 -1.772 -1.201
C 0.346 4.952 3.810
C 1.042 5.203 2.489
C 0.586 4.017 1.662
O -0.722 3.659 2.134
C -0.976 4.359 3.362
H 0.225 5.848 4.420
H 0.908 4.214 4.392
H 0.672 6.132 2.046
H 2.128 5.273 2.570
H 1.245 3.153 1.809
H 0.541 4.244 0.594
H -1.712 5.143 3.155
H -1.399 3.671 4.097
C 2.307 -4.168 -6.105
C 1.184 -4.177 -5.089
C 0.571 -2.802 -5.286
O 0.768 -2.454 -6.659
C 1.690 -3.383 -7.247
H 2.639 -5.163 -6.402
H 3.169 -3.626 -5.702
H 0.456 -4.951 -5.347
H 1.519 -4.352 -4.064
H 1.079 -2.048 -4.672
H -0.496 -2.782 -5.051
H 1.124 -4.038 -7.918
H 2.433 -2.842 -7.834
C 2.234 -6.379 2.794
C 1.112 -6.391 3.811
C 0.494 -5.020 3.616
O 0.689 -4.669 2.235
C 1.616 -5.598 1.650
H 2.569 -7.373 2.497
H 3.094 -5.834 3.197
H 0.386 -7.168 3.553
H 1.448 -6.564 4.833
H 0.999 -4.266 4.228
H -0.572 -5.003 3.851
H 1.053 -6.256 0.979
H 2.359 -5.055 1.062
C 6.829 5.630 2.225
C 6.479 4.400 3.036
C 5.043 4.683 3.433
O 4.469 5.473 2.382
C 5.521 5.921 1.514
H 7.663 5.481 1.538
H 7.082 6.457 2.896
H 6.523 3.511 2.398
H 7.134 4.238 3.893
H 4.993 5.267 4.357
H 4.457 3.770 3.566
H 5.446 5.359 0.577
H 5.390 6.982 1.295
*
```

---

[3]
Formula: C40H39BrI2N2O3PTi
Source: the OMol25 dataset
Level of theory: ωB97M-V with the def2-TZVPD basis set

## Properties
E_HOMO (alpha / beta) (eV): -9.293 / -10.029
Relative energy (zero: lowest compared OMol25 entry of this formula, charge and spin) (kcal per mole): 6.6
HOMO-LUMO gap (alpha / beta) (eV): 6.0 / 6.7
<S²>: 2.01

Structure (ORCA input):
```
! wB97M-V def2-TZVPD RIJCOSX def2/J DEFGRID3
* xyz 1 3
Ti -0.956 0.132 1.247
C -0.590 -2.855 3.051
O -0.633 -1.433 3.150
C 0.068 -0.984 4.306
C -0.273 0.466 4.519
O -0.112 1.150 3.281
C 0.289 2.526 3.471
C 1.775 2.685 3.670
O 2.397 2.660 2.404
C 3.803 2.751 2.494
H -0.920 -3.305 3.990
H 0.425 -3.194 2.822
H -1.260 -3.157 2.254
H 1.147 -1.119 4.160
H -0.240 -1.568 5.179
H 0.384 0.881 5.286
H -1.311 0.573 4.855
H -0.292 2.931 4.302
H 0.009 3.065 2.566
H 2.192 1.892 4.310
H 1.973 3.645 4.165
H 4.220 1.903 3.049
H 4.108 3.678 2.991
H 4.196 2.745 1.479
I 1.932 -0.596 1.317
C 3.053 -0.922 -0.445
C 4.137 -1.706 -0.163
C 5.088 -2.021 -1.148
C 4.926 -1.507 -2.394
C 3.812 -0.690 -2.713
C 3.738 -0.173 -4.025
C 2.706 0.626 -4.401
C 1.687 0.893 -3.477
C 1.677 0.403 -2.193
P 0.115 0.898 -1.275
C 0.282 2.710 -1.508
C -0.374 3.444 -2.489
C -0.173 4.814 -2.584
C 0.689 5.455 -1.706
C 1.351 4.722 -0.730
C 1.144 3.357 -0.628
C -1.176 0.329 -2.468
C -0.941 -0.687 -3.395
C -1.976 -1.218 -4.153
C -3.268 -0.738 -4.006
C -3.515 0.276 -3.091
C -2.483 0.799 -2.325
C 2.795 -0.383 -1.746
H 4.273 -2.087 0.839
H 5.933 -2.647 -0.898
H 5.649 -1.706 -3.174
H 4.534 -0.422 -4.715
H 2.652 1.042 -5.397
H 0.859 1.507 -3.808
H -1.055 2.952 -3.174
H -0.695 5.382 -3.342
H 0.842 6.523 -1.777
H 2.019 5.220 -0.040
H 1.638 2.801 0.164
H 0.057 -1.078 -3.539
H -1.763 -2.004 -4.866
H -4.072 -1.142 -4.606
H -4.515 0.672 -2.972
H -2.700 1.576 -1.603
Br 1.497 -6.246 -2.329
C 0.484 -4.849 -1.564
C -0.684 -5.143 -0.877
C -1.413 -4.115 -0.304
C -0.995 -2.789 -0.419
C 0.181 -2.527 -1.095
C 0.924 -3.540 -1.675
N -1.729 -1.731 0.221
C -2.991 -1.878 0.237
C -3.795 -1.070 1.162
C -5.164 -1.218 1.274
C -5.823 -0.496 2.258
C -5.085 0.335 3.075
C -3.719 0.454 2.860
N -3.079 -0.232 1.920
H -1.013 -6.167 -0.776
H -2.299 -4.362 0.269
H 0.521 -1.510 -1.179
H 1.840 -3.307 -2.201
H -3.501 -2.605 -0.395
H -5.690 -1.893 0.613
H -6.894 -0.582 2.385
H -5.559 0.912 3.856
H -3.127 1.152 3.436
I -2.165 2.664 0.897
*
```

---

[4]
Formula: C4H10N5
Source: the OMol25 dataset
Level of theory: ωB97M-V with the def2-TZVPD basis set

## Properties
E_HOMO (alpha / beta) (eV): -13.085 / -13.085
Relative energy (zero: lowest compared OMol25 entry of this formula, charge and spin) (kcal per mole): 187.6
HOMO-LUMO gap (alpha / beta) (eV): 7.8 / 7.8

Structure (ORCA input):
```
! wB97M-V def2-TZVPD RIJCOSX def2/J DEFGRID3
* xyz 1 1
C -0.940 -1.213 -0.567
C -0.027 2.655 1.834
C 0.688 -1.341 -2.725
C 0.012 1.170 1.907
N -0.777 -0.431 0.375
N -1.073 0.225 -2.585
N -0.969 0.595 1.022
N -0.482 -0.699 -2.232
N -1.195 -2.511 -0.539
H -0.822 3.249 2.256
H 0.224 2.921 0.823
H 0.784 3.277 2.326
H 1.580 -1.079 -2.133
H 0.491 -2.426 -2.472
H 0.908 -0.961 -3.837
H -0.261 0.869 2.981
H 1.117 0.694 1.741
H -1.551 -3.098 -1.309
H -1.440 -2.927 0.322
*
```

---

[5]
Formula: C11H18B3BrN3O6S
Source: the OMol25 dataset
Level of theory: ωB97M-V with the def2-TZVPD basis set

## Properties
E_HOMO (eV): -3.478
HOMO-LUMO gap (eV): 5.2

Structure (ORCA input):
```
! wB97M-V def2-TZVPD RIJCOSX def2/J DEFGRID3
* xyz -1 1
C -1.534 0.187 3.942
C -1.207 -0.477 2.775
B -2.337 -0.732 1.761
O -2.347 -1.954 1.084
B -2.443 -1.729 -0.286
C -1.715 -2.738 -1.257
C -0.218 -2.772 -0.863
C 0.579 -1.633 -1.536
C 1.261 -0.670 -0.544
C 0.460 0.615 -0.277
C 0.666 1.734 -1.286
C 2.088 2.286 -1.336
S 2.693 2.944 0.258
C 3.486 1.530 0.926
N 3.051 0.700 1.814
N 4.060 -0.245 1.952
C 5.015 0.094 1.160
O 4.720 1.213 0.456
O -3.114 -0.636 -0.795
B -3.293 0.423 0.111
O -3.385 1.702 -0.285
N -3.332 1.870 -1.791
O -4.402 1.936 -2.197
O -3.361 0.163 1.485
H -1.628 -0.332 4.895
H -1.689 1.265 3.911
H -0.182 -0.833 2.633
H -2.182 -3.719 -1.116
H -1.832 -2.476 -2.308
H 0.166 -3.732 -1.223
H -0.109 -2.804 0.221
H 1.372 -2.108 -2.120
H -0.066 -1.132 -2.261
H 2.293 -0.500 -0.863
H 1.334 -1.198 0.410
H 0.694 0.946 0.735
H -0.602 0.356 -0.284
H 0.351 1.438 -2.290
H 0.015 2.559 -0.983
H 2.195 3.089 -2.062
H 2.765 1.492 -1.660
H 5.931 -0.456 1.047
Br -4.219 4.334 -1.951
*
```

---

[6]
Formula: C26H18N4O3
Source: the OMol25 dataset
Level of theory: ωB97M-V with the def2-TZVPD basis set

## Properties
Structure (SMILES): O=C(Nc1cccc(-c2cnc3ccccc3n2)c1)c1cccc(NC(=O)c2ccco2)c1
E_HOMO (eV): -8.366
HOMO-LUMO gap (eV): 8.3

Structure (ORCA input):
```
! wB97M-V def2-TZVPD RIJCOSX def2/J DEFGRID3
* xyz 0 1
O -1.862 -0.294 0.015
C -0.800 -0.843 0.222
N 0.410 -0.385 -0.210
C 0.711 0.781 -0.915
C -0.259 1.664 -1.370
C 0.112 2.815 -2.061
C 1.458 3.072 -2.312
C 2.421 2.185 -1.865
C 2.058 1.050 -1.166
H 2.816 0.366 -0.811
H 3.465 2.379 -2.062
H 1.754 3.943 -2.876
C -0.939 3.729 -2.518
N -2.126 3.221 -2.764
C -3.098 4.049 -3.187
C -4.384 3.539 -3.459
C -5.365 4.380 -3.904
C -5.110 5.750 -4.096
C -3.875 6.275 -3.836
C -2.844 5.436 -3.373
N -1.625 5.948 -3.092
C -0.708 5.124 -2.675
H 0.249 5.563 -2.427
H -3.659 7.324 -3.973
H -5.907 6.388 -4.451
H -6.353 3.997 -4.115
H -4.557 2.485 -3.305
H -1.303 1.472 -1.191
H 1.217 -0.950 0.019
C -0.717 -2.135 0.974
C 0.406 -2.506 1.703
C 0.427 -3.721 2.378
C -0.692 -4.552 2.340
C -1.816 -4.169 1.632
C -1.833 -2.966 0.950
H -2.702 -2.651 0.394
H -2.681 -4.815 1.613
H -0.677 -5.494 2.871
N 1.541 -4.142 3.107
C 2.799 -3.609 3.113
O 3.153 -2.635 2.477
C 3.726 -4.348 3.982
C 5.050 -4.105 4.247
C 5.464 -5.113 5.143
C 4.370 -5.896 5.358
O 3.315 -5.447 4.665
H 4.222 -6.769 5.962
H 6.439 -5.239 5.567
H 5.633 -3.303 3.845
H 1.412 -4.986 3.649
H 1.265 -1.861 1.789
*
```

---

The evaluated energy for the records listed, in turn: -9496.862 -45397.081 -169879.877 -11747.842 -111364.513 -39358.158 eV.